Entry 1:
Entry from the OMol25 dataset: a gas-phase ion, CBrCl2O3P (charge -2) in a non-equilibrium geometry (ωB97M-V with the def2-TZVPD basis set).

## Properties
HOMO energy, hartree: -0.047
SMILES string: O=[P@]([O-])(Br)C([O-])(Cl)Cl
E_tot, Eh: -4099.6981
LUMO, eV: 5.894

The geometry in ORCA input format:
```
! wB97M-V def2-TZVPD RIJCOSX def2/J DEFGRID3
* xyz -2 1
O 0.880 -1.058 -1.346
P 0.812 -0.361 -0.063
O 1.718 0.556 0.648
Br 1.365 -2.648 1.237
C -0.718 0.819 -0.227
O -0.410 1.626 -1.088
Cl -1.350 1.431 1.427
Cl -2.296 -0.365 -0.588
*
```


Entry 2:
Entry from the OMol25 dataset: a molecular structure, C37H55NO3SSe2Y in a non-equilibrium geometry (ωB97M-V with the def2-TZVPD basis set).

## Properties
HOMO energy, hartree: -0.183
E_tot, Eh: -6962.9415
LUMO, eV: 2.085

The geometry in ORCA input format:
```
! wB97M-V def2-TZVPD RIJCOSX def2/J DEFGRID3
* xyz -1 1
Y -0.076 0.132 -0.086
C 6.107 4.353 -2.392
C 6.380 3.595 -1.094
C 7.541 2.622 -1.343
C 6.799 4.612 -0.024
C 5.152 2.813 -0.627
C 3.946 2.803 -1.306
C 2.875 2.043 -0.847
Se 1.260 2.000 -1.891
C 1.779 0.637 -3.137
C 2.490 0.979 -4.272
C 2.922 0.002 -5.163
C 2.586 -1.318 -4.858
C 1.862 -1.700 -3.730
C 1.447 -0.696 -2.827
O 0.776 -0.984 -1.736
C 1.532 -3.169 -3.441
C 2.211 -3.609 -2.134
C 2.032 -4.092 -4.553
C 0.011 -3.363 -3.326
C 3.738 0.398 -6.395
C 4.108 -0.810 -7.256
C 2.929 1.370 -7.263
C 5.036 1.085 -5.951
C 2.953 1.261 0.318
O 1.944 0.538 0.739
C 4.183 1.281 1.036
C 5.226 2.045 0.541
C 4.325 0.453 2.317
C 3.261 0.886 3.339
C 4.167 -1.044 2.002
C 5.694 0.637 2.971
H 7.006 4.894 -2.698
H 5.301 5.080 -2.272
H 5.833 3.675 -3.205
H 8.427 3.161 -1.692
H 7.266 1.881 -2.097
H 7.812 2.084 -0.432
H 7.684 5.170 -0.346
H 7.038 4.121 0.922
H 5.992 5.324 0.166
H 3.817 3.378 -2.214
H 2.711 2.026 -4.450
H 2.908 -2.094 -5.537
H 3.297 -3.506 -2.217
H 1.983 -4.661 -1.935
H 1.867 -3.012 -1.292
H 3.118 -4.047 -4.670
H 1.573 -3.857 -5.518
H 1.768 -5.122 -4.301
H -0.410 -2.779 -2.510
H -0.208 -4.421 -3.145
H -0.480 -3.072 -4.259
H 3.221 -1.330 -7.625
H 4.717 -1.530 -6.705
H 4.686 -0.476 -8.122
H 1.997 0.906 -7.595
H 3.505 1.664 -8.146
H 2.670 2.279 -6.715
H 5.639 0.409 -5.340
H 4.830 1.976 -5.354
H 5.629 1.390 -6.819
H 6.160 2.050 1.090
H 2.257 0.772 2.933
H 3.398 1.937 3.610
H 3.361 0.287 4.252
H 3.212 -1.249 1.524
H 4.239 -1.626 2.928
H 4.962 -1.381 1.332
H 5.878 1.679 3.249
H 6.509 0.308 2.320
H 5.736 0.035 3.883
Se -4.344 3.075 0.141
C -2.791 2.215 -0.122
N -1.782 1.650 -0.284
C -4.778 -2.260 -0.613
C -3.774 -3.014 0.270
C -4.319 -3.107 1.701
C -3.556 -4.426 -0.291
C -2.497 -2.281 0.286
C -1.447 -1.655 0.330
H -5.738 -2.786 -0.623
H -4.408 -2.189 -1.637
H -4.935 -1.246 -0.243
H -5.269 -3.650 1.709
H -4.482 -2.110 2.114
H -3.613 -3.632 2.347
H -4.504 -4.973 -0.312
H -2.847 -4.980 0.326
H -3.156 -4.378 -1.304
C -0.314 0.012 4.867
S -0.867 -0.608 3.301
C 0.305 -1.934 3.146
O -0.413 0.463 2.328
H 0.720 0.340 4.751
H -0.399 -0.779 5.613
H -0.954 0.851 5.133
H 0.126 -2.657 3.943
H 1.312 -1.515 3.197
H 0.111 -2.395 2.179
*
```


Entry 3:
Entry from the OMol25 dataset: a molecular structure, C3H6ClP in a non-equilibrium geometry (ωB97M-V with the def2-TZVPD basis set).

## Properties
HOMO energy, hartree: -0.348
E_tot, Eh: -919.3387
LUMO, eV: 0.411

The geometry in ORCA input format:
```
! wB97M-V def2-TZVPD RIJCOSX def2/J DEFGRID3
* xyz 0 1
C -1.522 0.894 -0.516
C -0.155 0.870 -0.501
C 0.758 0.158 0.373
P 0.972 -1.596 -0.236
Cl 2.476 0.813 0.228
H -2.203 1.195 -1.252
H -2.084 0.459 0.237
H 0.476 1.386 -1.208
H 0.220 0.075 1.698
H -0.293 -1.998 0.197
H 1.356 -2.256 0.980
*
```


Entry 4:
Entry from the OMol25 dataset: a molecular structure, C27H29ClIrOP in a non-equilibrium geometry (ωB97M-V with the def2-TZVPD basis set).

## Properties
HOMO energy (alpha / beta), hartree: -0.359 / -0.388
E_tot, Eh: -2026.5021
LUMO (alpha / beta), eV: -2.429 / -6.122

The geometry in ORCA input format:
```
! wB97M-V def2-TZVPD RIJCOSX def2/J DEFGRID3
* xyz 1 6
C -1.093 -1.345 1.256
C -0.992 -1.890 -0.055
C 0.403 -2.085 -0.343
H -1.806 -2.081 -0.732
C 1.142 -1.716 0.810
C 0.239 -1.202 1.774
H 0.503 -0.784 2.730
H -1.996 -1.042 1.754
H 0.811 -2.456 -1.267
H 2.215 -1.672 0.875
Ir 0.000 0.000 0.000
Cl 1.849 1.261 -0.432
P 0.116 0.348 -3.812
C 1.221 -0.715 -4.830
C 0.802 -1.428 -5.950
H -0.231 -1.376 -6.265
C 1.702 -2.204 -6.667
H 1.362 -2.755 -7.534
C 3.033 -2.271 -6.280
H 3.733 -2.875 -6.841
C 3.460 -1.562 -5.164
H 4.494 -1.614 -4.852
C 2.558 -0.799 -4.439
H 2.893 -0.260 -3.561
C -1.538 -0.084 -4.491
C -2.172 -1.207 -3.957
H -1.687 -1.768 -3.167
C -3.411 -1.611 -4.428
H -3.887 -2.486 -4.007
C -4.047 -0.884 -5.426
H -5.019 -1.192 -5.787
C -3.431 0.242 -5.953
H -3.922 0.814 -6.730
C -2.183 0.638 -5.493
H -1.707 1.512 -5.916
C 0.402 2.002 -4.565
C 1.103 2.209 -5.751
H 1.517 1.364 -6.283
C 1.271 3.492 -6.254
H 1.819 3.638 -7.176
C 0.734 4.582 -5.585
H 0.865 5.581 -5.980
C 0.034 4.386 -4.402
H -0.382 5.232 -3.870
C -0.121 3.107 -3.890
H -0.656 2.960 -2.960
C -0.927 1.228 3.666
C 0.000 0.000 3.420
C 1.380 0.525 4.142
C -0.780 -1.121 4.375
O 0.000 0.000 2.000
H -1.035 1.472 4.747
H -1.944 1.042 3.258
H -0.530 2.136 3.159
H 1.210 0.750 5.217
H 2.171 -0.254 4.086
H 1.762 1.438 3.636
H -1.824 -1.291 4.039
H -0.247 -2.097 4.361
H -0.808 -0.786 5.434
*
```


Entry 5:
Entry from the OMol25 dataset: C4H9NO in the gas phase in a non-equilibrium geometry (ωB97M-V with the def2-TZVPD basis set).

## Properties
HOMO energy, hartree: -0.352
SMILES string: CC(C)C(N)=O
E_tot, Eh: -287.7958
LUMO, eV: 0.859

The geometry in ORCA input format:
```
! wB97M-V def2-TZVPD RIJCOSX def2/J DEFGRID3
* xyz 0 1
C -0.482 -1.532 0.458
C -0.454 -0.030 -0.088
C -1.330 1.256 0.419
C 0.938 0.588 -0.055
N 2.064 -0.170 0.086
O 1.073 1.801 -0.046
H -0.035 -1.685 1.447
H 0.085 -2.228 -0.196
H -1.479 -1.990 0.483
H -0.779 -0.149 -1.128
H -1.003 2.252 0.049
H -2.342 1.153 0.046
H -1.289 1.392 1.505
H 2.163 -1.102 -0.276
H 2.882 0.421 0.072
*
```


Entry 6:
Entry from the OMol25 dataset: a gas-phase ion, C4H5O4 (charge -1) in a non-equilibrium geometry (ωB97M-V with the def2-TZVPD basis set).

## Properties
HOMO energy, hartree: -0.145
SMILES string: O=C([O-])CCC(=O)O
E_tot, Eh: -456.4345
LUMO, eV: 3.160

The geometry in ORCA input format:
```
! wB97M-V def2-TZVPD RIJCOSX def2/J DEFGRID3
* xyz -1 1
O -2.767 -1.157 1.056
C -1.913 -0.233 1.186
O -2.104 0.895 1.588
C -0.518 -0.721 0.629
C 0.356 0.435 0.104
C 0.909 0.386 -1.309
O 0.533 0.521 -2.412
O 2.309 0.146 -1.236
H -0.646 -1.473 -0.104
H 0.000 -1.086 1.600
H 1.188 0.551 0.864
H -0.186 1.509 0.120
H 2.840 0.228 -2.088
*
```


Entry 7:
Entry from the OMol25 dataset: a molecular structure, C3H6N2O2 in a non-equilibrium geometry (ωB97M-V with the def2-TZVPD basis set).

## Properties
HOMO energy, hartree: -0.371
E_tot, Eh: -377.7555
LUMO, eV: 0.264

The geometry in ORCA input format:
```
! wB97M-V def2-TZVPD RIJCOSX def2/J DEFGRID3
* xyz 0 1
C 0.657 -1.460 0.308
C -0.506 0.037 -1.179
C -0.065 1.512 1.155
H 1.760 -1.322 0.595
H 0.183 -0.635 1.098
H 0.102 -2.518 0.599
H 0.194 -1.697 -1.609
H -0.834 2.101 -0.750
H -0.523 2.828 1.172
N 0.007 -1.082 -0.944
N -0.644 1.122 -0.076
O -1.209 0.192 -2.265
O 0.879 0.922 1.897
*
```


Entry 8:
Entry from the OMol25 dataset: C9H16N2O5 in the gas phase in a non-equilibrium geometry (ωB97M-V with the def2-TZVPD basis set).

## Properties
HOMO energy, hartree: -0.359
SMILES string: CC(C)[C@H](NC(=O)[C@@H](N)CC(=O)O)C(=O)O
E_tot, Eh: -838.2839
LUMO, eV: 0.155

The geometry in ORCA input format:
```
! wB97M-V def2-TZVPD RIJCOSX def2/J DEFGRID3
* xyz 0 1
C -2.002 1.994 -1.293
C -2.446 0.773 -0.456
C -3.979 0.679 -0.341
C -1.849 -0.648 -0.737
N -0.783 -1.007 0.166
C 0.338 -0.286 0.393
O 0.485 0.874 -0.037
C 1.442 -1.026 1.158
N 1.455 -2.405 0.726
C 2.671 -0.094 0.990
C 2.823 0.972 2.065
O 3.193 2.087 1.857
O 2.661 0.542 3.324
C -1.393 -0.729 -2.211
O -2.165 -0.371 -3.061
O -0.164 -1.166 -2.443
H -0.954 2.252 -1.160
H -2.539 2.902 -1.044
H -2.116 1.849 -2.328
H -2.064 1.056 0.562
H -4.468 1.714 -0.194
H -4.349 0.156 -1.263
H -4.248 0.142 0.541
H -2.639 -1.394 -0.603
H -0.653 -2.011 0.311
H 1.049 -0.987 2.191
H 1.918 -3.001 1.410
H 1.892 -2.497 -0.154
H 2.664 0.410 0.020
H 3.573 -0.692 0.931
H 2.518 -0.419 3.392
H 0.010 -1.142 -3.373
*
```


Entry 9:
Entry from the OMol25 dataset: 2 unconnected molecules or ions with the total composition C2H4N2O4 in a non-equilibrium geometry (ωB97M-V with the def2-TZVPD basis set).

## Properties
HOMO energy, hartree: -0.374
SMILES string: O=[N+]([O-])O.CN=C=O
E_tot, Eh: -488.9075
LUMO, eV: 0.357

The geometry in ORCA input format:
```
! wB97M-V def2-TZVPD RIJCOSX def2/J DEFGRID3
* xyz 0 1
O -3.176 -0.795 -2.700
N -2.547 -0.157 -1.918
O -2.004 -0.518 -0.924
O -2.400 1.209 -2.239
H -2.045 1.635 -1.457
C 0.407 -0.868 0.301
N 0.205 -0.739 -1.091
C 0.685 -1.060 -2.129
O 0.969 -1.235 -3.272
H 0.068 0.097 0.915
H -0.062 -1.665 0.813
H 1.623 -1.001 0.460
*
```


Entry 10:
Entry from the OMol25 dataset: a molecular structure, C27H41MnNP2 in a non-equilibrium geometry (ωB97M-V with the def2-TZVPD basis set).

## Properties
HOMO energy (alpha / beta), hartree: -0.153 / -0.153
E_tot, Eh: -2941.5142
LUMO (alpha / beta), eV: -0.368 / -0.650

The geometry in ORCA input format:
```
! wB97M-V def2-TZVPD RIJCOSX def2/J DEFGRID3
* xyz 0 6
P 4.554 -3.158 -1.464
P 2.803 -4.775 1.771
C 5.010 -4.344 -0.150
C 3.901 -5.282 0.386
H 5.565 -3.833 0.652
H 5.774 -4.971 -0.644
H 3.278 -5.648 -0.446
H 4.413 -6.182 0.771
C 3.951 -4.718 3.175
H 3.420 -4.318 4.050
H 4.807 -4.060 2.959
H 4.307 -5.738 3.371
C 1.696 -6.166 2.022
H 2.229 -6.930 2.609
H 1.394 -6.592 1.055
H 0.803 -5.838 2.571
C 5.924 -2.034 -1.773
H 5.584 -1.204 -2.411
H 6.746 -2.557 -2.285
H 6.306 -1.607 -0.834
C 4.437 -4.191 -2.943
H 3.757 -5.035 -2.779
H 5.433 -4.584 -3.187
H 4.071 -3.593 -3.786
Mn -1.664 -0.894 -0.140
C 1.929 -3.191 1.905
C 2.777 -2.131 2.444
C 3.867 -1.595 1.681
C 3.377 -0.473 0.668
C 3.324 -0.939 -0.696
C 3.037 -2.273 -1.243
C 1.817 -3.148 -0.738
C 1.136 -2.779 0.581
C -0.320 0.280 -1.105
H 1.150 -3.365 2.685
H 2.485 -1.679 3.396
H 4.318 -2.408 1.076
H 4.653 -1.200 2.353
H 2.395 -0.068 1.000
H 4.098 0.370 0.726
H 3.520 -0.183 -1.460
H 2.772 -2.053 -2.310
H 2.078 -4.223 -0.763
H 1.063 -3.080 -1.544
H 0.878 -1.703 0.589
H 0.178 -3.330 0.612
H -0.881 0.728 -1.941
H 0.573 -0.243 -1.473
H -0.036 1.075 -0.398
C -3.291 -0.925 4.896
C -2.440 -1.681 4.069
C -2.007 -1.183 2.841
C -2.443 0.107 2.448
C -3.232 0.896 3.302
C -3.683 0.367 4.514
N -2.241 0.497 1.139
C -2.546 1.771 0.641
C -3.328 1.861 -0.527
C -3.689 3.124 -0.988
C -3.204 4.282 -0.351
C -2.360 4.177 0.767
C -2.048 2.920 1.280
H -3.650 -1.347 5.839
H -2.128 -2.678 4.387
H -1.351 -1.766 2.177
H -3.552 1.894 2.996
H -4.341 0.963 5.145
H -3.667 0.944 -1.020
H -4.344 3.210 -1.857
H -3.461 5.264 -0.748
H -1.952 5.069 1.245
H -1.430 2.816 2.177
*
```


Entry 11:
Entry from the OMol25 dataset: a molecular structure, C16H32MgO2P2 in a non-equilibrium geometry (ωB97M-V with the def2-TZVPD basis set).

## Properties
HOMO energy, hartree: -0.263
E_tot, Eh: -1661.9842
LUMO, eV: -0.929

The geometry in ORCA input format:
```
! wB97M-V def2-TZVPD RIJCOSX def2/J DEFGRID3
* xyz 0 1
P -0.041 -1.560 -5.941
P 0.275 1.870 -5.739
C -0.328 -0.428 -7.372
C 0.463 0.900 -7.311
H -1.418 -0.255 -7.436
H -0.018 -1.014 -8.248
H 1.547 0.741 -7.451
H 0.111 1.583 -8.095
C -1.406 2.535 -5.979
H -1.640 3.225 -5.157
H -2.146 1.726 -6.015
H -1.409 3.085 -6.925
C 1.263 3.375 -6.017
H 0.860 3.887 -6.902
H 2.311 3.090 -6.175
H 1.169 4.023 -5.129
C -1.061 -3.032 -6.210
H -0.906 -3.720 -5.362
H -0.734 -3.508 -7.145
H -2.118 -2.733 -6.274
C 1.631 -2.160 -6.330
H 2.345 -1.329 -6.332
H 1.592 -2.618 -7.322
H 1.927 -2.919 -5.596
Mg 1.378 0.211 1.348
C 0.393 1.832 -2.894
C -0.933 1.596 -2.866
C -1.652 0.535 -3.619
C -1.997 -0.740 -2.828
C -0.860 -1.698 -2.696
C 0.422 -1.603 -3.091
C 1.138 -0.439 -3.706
C 1.494 0.797 -2.841
C 0.543 -1.629 1.384
H 0.741 2.874 -2.739
H -1.594 2.316 -2.366
H -1.082 0.222 -4.506
H -2.590 0.936 -4.030
H -2.372 -0.470 -1.820
H -2.840 -1.249 -3.339
H -1.134 -2.582 -2.117
H 1.086 -2.425 -2.795
H 0.548 -0.003 -4.539
H 2.058 -0.794 -4.188
H 1.780 0.461 -1.815
H 2.377 1.284 -3.312
H 0.811 -2.331 2.180
H 0.840 -1.990 0.384
H -0.521 -1.340 1.420
O -0.451 2.934 3.172
C -0.716 2.189 2.225
O 0.116 1.499 1.500
H -1.762 2.056 1.897
*
```


- Which value of E_tot does entry 5 give?
  -287.7958 Eh


- Which of these has the highest E_tot?
  C4H9NO